C5H10N2O in the gas phase, computed with ωB97M-V with the def2-TZVPD basis set.

Cartesian coordinates (Å):
H (2.66160, 1.92559, -1.50558)
N (2.54637, 1.41398, -0.65095)
N (1.65120, 0.69768, -0.33152)
O (0.78611, 0.40787, -1.38642)
C (-0.23164, -0.55676, -1.05905)
C (-1.47391, -0.35919, -2.06122)
C (-0.66593, -0.31438, 0.32579)
C (0.19588, -0.41560, 1.32463)
C (-0.04819, 0.03383, 2.73962)
H (0.34049, -1.41778, -1.28981)
H (-2.11296, -1.28462, -2.02027)
H (-1.86704, 0.65672, -1.85577)
H (-1.03340, -0.38230, -2.99352)
H (-1.52477, 0.18508, 0.44619)
H (1.02006, -0.93078, 0.99229)
H (-0.47576, -0.83645, 3.27453)
H (-0.57612, 0.86601, 2.74888)
H (0.80801, 0.31109, 3.30217)

Properties
DFT total energy (hartree): -381.09215
Molecular weight (g/mol): 114.15
Spin multiplicity: 1
HOMO-LUMO gap (eV): 10.043
Lowest unoccupied orbital energy (eV): 1.2
HOMO (eV): -8.9
Total charge: 0

C5H10N2O in the gas phase, computed with ωB97M-V with the def2-TZVPD basis set.

Cartesian coordinates (Å):
C (-2.66121, 0.36319, -0.02026)
C (-1.35294, 0.64256, 0.70459)
N (-0.39533, -0.48379, 0.55282)
C (1.01406, -0.25249, 1.21538)
C (2.04492, -0.16401, 0.40939)
C (1.89895, -0.34817, -1.07468)
N (3.14752, -0.14878, -1.47524)
O (0.82956, -0.52503, -1.71586)
H (-3.33577, 1.21379, 0.08249)
H (-3.16473, -0.51494, 0.39124)
H (-2.48608, 0.19616, -1.08409)
H (-0.85357, 1.52059, 0.29514)
H (-1.51395, 0.81346, 1.77159)
H (-0.12053, -0.59406, -0.50547)
H (-0.82215, -1.34840, 0.88212)
H (0.94459, -0.16271, 2.28976)
H (3.40187, -0.18673, -2.45686)
H (3.42480, -0.02065, -0.26204)

Properties
DFT total energy (hartree): -381.14466
Molecular weight (g/mol): 114.15
Spin multiplicity: 1
HOMO-LUMO gap (eV): 8.541
Lowest unoccupied orbital energy (eV): 0.7
HOMO (eV): -7.9
Total charge: 0

C5H10N2O in the gas phase, computed with ωB97M-V with the def2-TZVPD basis set.

Cartesian coordinates (Å):
C (-0.77990, 1.80218, 0.37740)
C (-1.13446, 0.64085, -0.48798)
C (-2.38896, -0.21161, -0.05100)
C (-1.40697, -1.35421, 0.36024)
N (-0.33330, -0.58706, -0.28493)
C (0.99126, -0.72734, -0.01898)
N (1.79690, 0.23596, -0.28644)
O (3.12636, -0.08452, 0.18142)
H (-0.63674, 1.51116, 1.45994)
H (0.12871, 2.29636, 0.00219)
H (-1.51806, 2.65554, 0.40161)
H (-1.17881, 0.95266, -1.59919)
H (-2.97801, 0.21982, 0.72546)
H (-2.94185, -0.45731, -0.97061)
H (-1.53704, -2.35709, -0.09837)
H (-1.28137, -1.50628, 1.44645)
H (1.38255, -1.75224, 0.19791)
H (3.61879, 0.67203, -0.09520)

Properties
DFT total energy (hartree): -381.16559
Molecular weight (g/mol): 114.15
Spin multiplicity: 1
HOMO-LUMO gap (eV): 9.088
Lowest unoccupied orbital energy (eV): 1.1
HOMO (eV): -8.0
Total charge: 0

A gas-phase ion, C5H10N2O (charge +2), computed with ωB97M-V with the def2-TZVPD basis set.

Cartesian coordinates (Å):
C (-0.80493, 0.51875, 0.94065)
C (-0.89558, 1.62879, 0.13608)
C (-0.01348, -0.61797, 0.77805)
C (-1.90335, 2.60246, 0.26021)
C (2.24324, -1.62486, -1.83734)
N (0.84282, -0.64433, -0.28599)
N (-0.01707, -1.65720, 1.61298)
O (1.79453, -1.58309, -0.53156)
H (-1.55454, 0.47750, 1.72986)
H (-0.13544, 1.77434, -0.62703)
H (-2.57962, 2.29788, 1.06781)
H (-2.39345, 2.27138, -0.77744)
H (-1.75277, 3.67539, -0.00658)
H (1.61802, -1.13993, -2.59148)
H (3.22386, -0.99203, -1.80237)
H (2.66187, -2.66867, -1.69042)
H (-0.76264, -1.75038, 2.24806)
H (0.42854, -2.56802, 1.37652)

Properties
DFT total energy (hartree): -380.36843
Molecular weight (g/mol): 114.15
Spin multiplicity: 1
HOMO-LUMO gap (alpha / beta) (eV): 7.342 / 6.212
Lowest unoccupied orbital energy (alpha / beta) (eV): -12.2 / -12.9
HOMO (alpha / beta) (eV): -19.6 / -19.1
Total charge: +2

2 unconnected molecules or ions with the total composition C5H10N2O2, computed with ωB97M-V with the def2-TZVPD basis set.

Cartesian coordinates (Å):
N (-1.58723, -1.12497, -1.07882)
C (-0.44774, -1.44948, -0.26058)
C (0.72212, -2.17076, -0.82244)
C (1.01947, -0.72147, -0.87878)
O (1.11210, -0.02409, -1.86268)
H (-1.98346, -0.22804, -0.77404)
H (-1.32467, -0.99061, -2.05486)
H (-0.62963, -1.60866, 0.79484)
H (1.32913, -2.74429, -0.13118)
H (0.63174, -2.62494, -1.80597)
C (-0.61426, 2.05327, 0.13290)
C (-0.08898, 1.25184, 1.08260)
N (1.19324, 0.69561, 0.97448)
O (-0.43721, 1.40760, 2.40920)
H (-1.44591, 2.71826, 0.32241)
H (-0.37237, 1.90360, -0.91165)
H (1.85011, 1.39067, 1.34585)
H (1.91165, -0.01819, 1.00531)
H (-0.83811, 2.28467, 2.51343)

Properties
DFT total energy (hartree): -456.29393
Molecular weight (g/mol): 130.15
Spin multiplicity: 1
HOMO-LUMO gap (eV): 7.351
Lowest unoccupied orbital energy (eV): 0.2
HOMO (eV): -7.2
Total charge: 0

C5H10N2O2 in the gas phase, computed with ωB97M-V with the def2-TZVPD basis set.

Cartesian coordinates (Å):
H (2.72341, -0.36002, 1.18060)
N (1.71389, -0.24710, 1.04556)
C (1.41787, -0.61615, -0.15616)
N (2.35695, -1.13444, -0.99864)
C (-0.03385, -0.50582, -0.65020)
O (-0.10758, -1.00081, -1.99201)
C (-0.51262, 0.93974, -0.57431)
C (-1.70834, 1.03205, 0.34495)
C (-1.48665, 0.80407, 1.81843)
O (-2.83710, 1.22580, -0.10780)
H (3.08527, -1.69089, -0.57026)
H (1.93474, -1.59037, -1.80996)
H (-0.63243, -1.18385, -0.03188)
H (-1.02929, -0.87797, -2.28564)
H (0.24750, 1.63294, -0.19708)
H (-0.81737, 1.31319, -1.55932)
H (-2.30359, 1.25970, 2.38453)
H (-1.46038, -0.26886, 2.02356)
H (-0.55043, 1.26880, 2.13564)

Properties
DFT total energy (hartree): -456.50305
Molecular weight (g/mol): 130.15
Spin multiplicity: 1
HOMO-LUMO gap (eV): 10.141
Lowest unoccupied orbital energy (eV): 0.7
HOMO (eV): -9.5
Total charge: 0

C5H10N2O2 in the gas phase, computed with ωB97M-V with the def2-TZVPD basis set.

Cartesian coordinates (Å):
C (-0.59845, 0.38462, -1.66494)
C (0.49644, -0.01927, -0.70600)
C (1.69564, -0.61256, -1.40204)
C (0.50238, 0.26110, 0.62603)
N (1.57122, 0.06395, 1.49186)
C (-0.83222, 0.53341, 1.23493)
O (-1.27704, 1.64311, 1.48935)
N (-1.54735, -0.64570, 1.33582)
O (-2.91291, -0.54020, 1.68008)
H (-0.18108, 0.97821, -2.48566)
H (-1.06943, -0.50642, -2.09176)
H (-1.37985, 0.99611, -1.20731)
H (2.42768, -1.03681, -0.70968)
H (1.37640, -1.41936, -2.07134)
H (2.20528, 0.14574, -2.00418)
H (2.39670, 0.56010, 1.16069)
H (1.34365, 0.35491, 2.44214)
H (-1.17116, -1.57233, 1.17152)
H (-3.04589, 0.43138, 1.71048)

Properties
DFT total energy (hartree): -456.44553
Molecular weight (g/mol): 130.15
Spin multiplicity: 1
HOMO-LUMO gap (eV): 9.022
Lowest unoccupied orbital energy (eV): 0.8
HOMO (eV): -8.2
Total charge: 0